# 1
Molecular formula: C6H14N2O2
Method: DFT, the ωB97M-V functional and the def2-TZVPD basis

Calculated values
- Largest force on an atom: 0.031 hartree/bohr
- LUMO level: 0.52 eV
- ΔE to the lowest compared entry with this formula, charge and spin: 61.6 kJ/mol
- 2S+1: 1
- Gap between HOMO and LUMO: 9.68 eV
- Net charge: 0
- Structure (SMILES): CNC(C)=O.CNC(C)=O
- E_tot: -13524.986 eV
- HOMO: -9.159 eV

Each line ends with the natural charge from an NBO analysis.
Cartesian coordinates (Å):
1 C -1.311 -1.521 0.079  -0.42
2 N -2.031 -0.553 0.883  -0.60
3 C -1.503 0.607 1.257  0.68
4 C -2.407 1.452 2.134  -0.72
5 O -0.379 0.970 0.976  -0.65
6 H -0.311 -1.628 0.476  0.22
7 H -1.755 -2.495 0.206  0.21
8 H -1.198 -1.209 -0.953  0.20
9 H -3.033 -0.633 1.018  0.40
10 H -3.063 2.060 1.522  0.23
11 H -3.052 0.878 2.809  0.22
12 H -1.823 2.105 2.797  0.25
13 C 2.969 -0.465 0.288  -0.42
14 N 1.784 -0.311 -0.522  -0.65
15 C 1.900 0.150 -1.796  0.68
16 C 0.584 0.410 -2.475  -0.70
17 O 2.970 0.285 -2.342  -0.63
18 H 2.764 -0.180 1.341  0.19
19 H 3.427 -1.450 0.327  0.19
20 H 3.719 0.238 0.019  0.22
21 H 0.946 -0.138 0.044  0.43
22 H 0.489 1.458 -2.727  0.24
23 H -0.280 0.052 -1.920  0.20
24 H 0.592 -0.082 -3.441  0.23

---

# 2
Molecular formula: C24H33IrN6O4SeSi2
Method: DFT, the ωB97M-V functional and the def2-TZVPD basis

Calculated values
- Largest force on an atom: 0.064 hartree/bohr
- LUMO level: 4.51 eV
- ΔE to the lowest compared entry with this formula, charge and spin: 357.0 kJ/mol
- 2S+1: 1
- Gap between HOMO and LUMO: 5.40 eV
- Net charge: -2
- E_tot: -126495.929 eV
- HOMO: -0.890 eV

Each line ends with the Mulliken charge.
Cartesian coordinates (Å):
1 Ir 0.536 -0.304 0.556  2.07
2 C -1.911 0.613 4.571  -1.31
3 Si -0.200 0.842 3.710  0.20
4 C 0.766 -0.645 4.328  -1.03
5 C 0.652 2.347 4.524  -1.27
6 N -0.437 1.038 2.008  0.02
7 C -1.109 2.089 1.455  0.71
8 C -1.757 3.076 2.219  -0.43
9 C -2.419 4.157 1.659  -1.16
10 C -2.458 4.280 0.281  -0.86
11 C -1.851 3.307 -0.500  -0.61
12 C -1.174 2.199 0.037  0.78
13 N -0.568 1.236 -0.726  0.30
14 Si -0.466 1.172 -2.440  -0.19
15 C 1.268 1.658 -3.060  -0.54
16 C -0.909 -0.539 -3.114  -0.03
17 C -1.559 2.261 -3.593  -1.49
18 H -1.785 0.241 5.592  0.37
19 H -2.516 -0.116 4.027  0.38
20 H -2.496 1.533 4.624  0.40
21 H 0.708 -0.688 5.419  0.54
22 H 1.814 -0.580 4.051  0.14
23 H 0.400 -1.595 3.933  0.31
24 H 0.803 2.170 5.592  0.36
25 H 0.092 3.275 4.409  0.38
26 H 1.632 2.490 4.063  0.24
27 H -1.742 2.987 3.295  0.05
28 H -2.901 4.893 2.294  0.35
29 H -2.963 5.120 -0.184  0.36
30 H -1.895 3.407 -1.574  0.19
31 H 2.019 1.310 -2.361  -0.22
32 H 1.375 2.741 -3.158  0.41
33 H 1.477 1.202 -4.032  0.28
34 H -0.525 -1.322 -2.465  -0.80
35 H -0.487 -0.686 -4.112  0.47
36 H -1.989 -0.669 -3.191  0.29
37 H -1.299 3.321 -3.558  0.36
38 H -2.620 2.161 -3.350  0.33
39 H -1.427 1.927 -4.626  0.36
40 N -1.602 -1.808 1.992  -0.85
41 C -1.068 -1.668 0.870  -0.70
42 H -1.318 -1.144 2.700  0.12
43 C 3.893 0.918 -0.647  -1.23
44 C 3.313 -0.310 -1.247  -0.11
45 N 2.064 -0.732 -1.220  0.74
46 C 2.001 -1.829 -2.048  -0.39
47 C 3.222 -2.072 -2.583  -1.21
48 N 4.039 -1.078 -2.091  0.17
49 H 3.343 1.177 0.254  0.03
50 H 3.837 1.743 -1.363  0.39
51 H 4.931 0.729 -0.377  0.48
52 H 1.084 -2.366 -2.200  0.29
53 H 3.572 -2.819 -3.273  0.40
54 H 5.037 -1.039 -2.161  0.24
55 O 1.647 -2.235 1.258  -0.73
56 Se 2.987 -1.445 1.834  1.00
57 O 3.400 -1.951 3.305  -0.79
58 O 2.473 0.135 1.863  -0.77
59 O 4.254 -1.618 0.838  -0.74
60 N -2.821 -5.374 -4.595  -0.65
61 C -2.517 -4.756 -3.671  0.13
62 C -2.148 -3.993 -2.539  0.56
63 C -0.929 -4.221 -1.876  -0.33
64 C -0.565 -3.471 -0.785  -0.29
65 C -1.413 -2.468 -0.289  0.73
66 C -2.643 -2.259 -0.935  -0.15
67 C -2.999 -2.996 -2.037  -0.87
68 H -0.277 -5.006 -2.241  0.45
69 H 0.375 -3.636 -0.270  0.47
70 H -3.304 -1.501 -0.536  0.42
71 H -3.944 -2.818 -2.535  0.44

---

# 3
Molecular formula: C11H46AsF6N22O12
Method: DFT, the ωB97M-V functional and the def2-TZVPD basis

Calculated values
- Largest force on an atom: 0.081 hartree/bohr
- LUMO level: 1.87 eV
- ΔE to the lowest compared entry with this formula, charge and spin: 0.0 kJ/mol
- 2S+1: 1
- Gap between HOMO and LUMO: 9.43 eV
- Net charge: -1
- E_tot: -146669.669 eV
- HOMO: -7.559 eV

Each line ends with the Mulliken charge.
Cartesian coordinates (Å):
1 As 11.059 12.682 12.797  2.22
2 F 12.316 13.155 11.779  -0.39
3 F 11.639 10.997 12.636  -0.39
4 F 9.989 12.073 14.044  -0.61
5 F 10.442 14.334 13.040  -0.47
6 F 9.887 12.463 11.489  -0.21
7 F 12.211 13.014 14.133  -0.61
8 O 7.895 17.283 10.645  -0.64
9 H 7.424 16.435 10.703  0.33
10 H 7.541 17.838 9.952  0.29
11 C 14.273 16.536 13.903  0.49
12 O 15.493 16.577 13.730  -0.76
13 N 13.213 16.758 12.950  -0.18
14 N 13.817 16.231 15.216  -0.28
15 H 13.473 16.751 11.988  0.18
16 H 12.241 16.690 13.237  0.17
17 H 12.829 16.246 15.387  0.13
18 H 14.480 16.478 15.935  0.22
19 C 9.908 15.930 16.463  0.50
20 O 9.654 16.512 17.477  -0.63
21 N 10.302 16.539 15.259  -0.31
22 N 9.880 14.538 16.394  -0.38
23 H 9.975 15.879 14.544  0.02
24 H 9.802 17.435 15.137  0.27
25 H 9.760 14.073 17.289  0.17
26 H 10.342 14.048 15.661  0.22
27 C 7.458 11.791 9.804  0.51
28 O 6.972 11.082 10.679  -0.85
29 N 7.820 11.162 8.650  -0.47
30 N 7.632 13.141 9.743  -0.28
31 H 8.193 11.815 7.967  0.22
32 H 8.109 10.214 8.635  0.28
33 H 7.155 13.681 10.453  0.31
34 H 8.466 13.572 9.392  0.23
35 C 15.819 13.446 11.546  0.53
36 O 15.841 12.792 10.484  -0.72
37 N 16.163 14.753 11.583  -0.33
38 N 15.620 12.875 12.816  -0.12
39 H 15.874 15.238 12.419  0.10
40 H 16.228 15.224 10.681  0.27
41 H 15.316 11.914 12.736  -0.01
42 H 15.546 13.239 13.768  0.23
43 C 7.104 13.984 13.133  0.48
44 O 6.806 14.614 12.116  -0.70
45 N 7.745 14.700 14.194  -0.22
46 N 6.916 12.679 13.358  -0.39
47 H 8.139 14.220 15.021  0.16
48 H 7.730 15.722 14.218  0.19
49 H 6.937 12.171 12.451  0.17
50 H 7.413 12.163 14.048  0.28
51 C 14.788 11.485 16.453  0.37
52 O 15.456 10.940 17.293  -0.67
53 N 14.642 12.907 16.605  -0.38
54 N 14.221 11.013 15.277  0.00
55 H 13.886 13.368 16.198  0.20
56 H 14.840 13.073 17.568  0.24
57 H 14.133 9.991 15.192  0.16
58 H 13.472 11.542 14.873  0.00
59 C 11.356 12.361 8.288  0.66
60 O 10.351 12.807 7.743  -0.71
61 N 11.334 11.051 8.770  -0.36
62 N 12.582 12.949 8.335  -0.34
63 H 10.362 10.856 9.051  0.16
64 H 11.855 10.915 9.622  0.05
65 H 12.702 13.946 8.222  0.23
66 H 13.245 12.592 9.017  0.20
67 C 13.235 7.768 14.145  0.22
68 O 13.870 7.940 15.197  -0.72
69 N 13.724 6.801 13.237  -0.47
70 N 12.153 8.508 13.857  -0.12
71 H 13.688 7.087 12.254  0.35
72 H 14.538 6.377 13.655  0.26
73 H 11.849 9.248 14.469  0.20
74 H 11.801 8.551 12.930  0.19
75 C 9.101 7.983 10.532  0.35
76 O 9.453 7.010 9.947  -0.64
77 N 7.786 8.317 10.759  -0.27
78 N 10.051 8.955 10.913  -0.14
79 H 7.463 9.278 10.801  0.31
80 H 7.138 7.557 10.601  0.21
81 H 11.065 8.708 10.873  0.04
82 H 9.834 9.534 11.707  0.14
83 C 11.498 16.411 9.190  0.78
84 O 12.668 16.066 8.981  -0.68
85 N 11.157 17.493 9.952  -0.39
86 N 10.414 15.845 8.560  -0.35
87 H 11.882 17.891 10.509  0.18
88 H 10.215 17.742 10.120  0.18
89 H 10.451 15.054 7.936  0.14
90 H 9.463 15.993 8.929  0.16
91 C 14.202 9.420 10.742  0.39
92 O 13.317 8.554 10.725  -0.80
93 N 14.839 9.750 11.889  -0.16
94 N 14.377 10.163 9.645  -0.34
95 H 15.809 10.079 11.888  0.43
96 H 14.675 9.164 12.689  0.06
97 H 13.885 9.836 8.809  0.26
98 H 15.086 10.864 9.655  0.20

---

# 4
Molecular formula: C14H21F2N8O5S2V
Method: DFT, the ωB97M-V functional and the def2-TZVPD basis

Calculated values
- Largest force on an atom: 0.218 hartree/bohr
- LUMO level (spin up / spin down): -8.62 / -8.09 eV
- ΔE to the lowest compared entry with this formula, charge and spin: 205.0 kJ/mol
- 2S+1: 2
- Gap between HOMO and LUMO (spin up / spin down): 4.64 / 5.16 eV
- Net charge: +1
- E_tot: -89794.329 eV
- HOMO (spin up / spin down): -13.254 / -13.254 eV

Each line ends with the Löwdin spin population.
Cartesian coordinates (Å):
1 O -20.844 3.190 5.055  -0.23
2 V -19.720 3.404 4.022  1.19
3 N -19.675 1.677 2.937  0.02
4 S -20.168 0.093 3.355  0.00
5 O -19.402 -0.512 4.450  0.01
6 O -20.839 -0.817 2.421  0.00
7 F -21.427 0.651 4.210  0.00
8 S -19.058 1.132 1.614  0.00
9 O -19.879 1.217 0.403  0.01
10 O -17.977 0.137 1.666  0.00
11 F -18.165 2.468 1.418  0.00
12 C -15.005 3.399 2.692  0.00
13 C -13.775 3.356 1.959  0.00
14 N -12.810 3.358 1.375  0.00
15 H -14.864 3.684 3.734  0.00
16 H -15.427 2.395 2.751  0.00
17 H -15.817 3.959 2.228  0.00
18 C -17.593 -3.635 4.397  0.00
19 C -18.248 -3.538 3.127  0.00
20 N -18.866 -3.495 2.163  0.00
21 H -17.421 -2.605 4.707  0.00
22 H -16.722 -4.275 4.256  0.00
23 H -18.237 -4.090 5.149  0.00
24 C -20.124 -0.197 7.566  0.00
25 C -19.787 -1.636 7.359  0.00
26 N -19.526 -2.743 7.191  0.00
27 H -19.308 0.413 7.955  0.00
28 H -20.946 -0.212 8.281  0.00
29 H -20.469 0.147 6.591  0.00
30 C -17.867 1.772 -2.076  0.00
31 C -17.424 0.517 -2.703  0.00
32 N -17.082 -0.483 -3.198  0.00
33 H -17.635 2.591 -2.757  0.00
34 H -17.351 1.852 -1.119  0.00
35 H -18.914 1.816 -1.777  0.00
36 C -17.227 4.992 -0.235  0.00
37 C -18.491 5.221 -0.912  0.00
38 N -19.514 5.447 -1.456  0.00
39 H -16.520 5.578 -0.823  0.00
40 H -16.808 3.986 -0.218  0.00
41 H -17.128 5.512 0.718  0.00
42 C -23.246 -0.056 -0.002  0.00
43 C -23.736 1.290 -0.286  0.00
44 N -24.146 2.395 -0.456  0.00
45 H -23.733 -0.371 0.921  0.00
46 H -22.220 -0.064 0.366  0.00
47 H -23.346 -0.796 -0.797  0.00
48 C -16.778 0.387 6.276  0.00
49 C -17.491 1.546 5.815  0.00
50 N -18.047 2.480 5.400  0.00
51 H -15.771 0.628 6.615  0.00
52 H -16.644 -0.261 5.409  0.00
53 H -17.356 -0.181 7.006  0.00